[1]
Entry from the Open Molecules 2025 dataset: a structure of composition C3H5FO in a non-equilibrium geometry (wB97M-V/def2-TZVPD).

Structure (XYZ):
```
10
Properties=species:S:1:pos:R:3:forces:R:3
C 0.049995 -0.645125 -0.318071 2.9 0.4 -1.6
C 0.569674 0.102314 0.884054 0.5 3.9 1.4
C -0.325846 0.860135 -0.732505 -5.7 -0.7 -1.0
H 0.908688 -1.041930 -1.055388 -1.9 0.4 1.9
H -0.389167 0.521535 1.522669 2.5 -1.9 -0.8
H 1.574754 -0.053997 1.427594 -1.9 -0.1 -0.8
H -0.680065 1.441458 -1.877304 1.5 -2.2 3.7
H -1.447362 0.687050 0.059698 2.2 1.6 -2.4
O 0.688750 1.409830 -0.001214 0.2 -2.1 0.8
F -0.804421 -1.637410 0.103509 -0.1 0.6 -1.1
```
Forces are in eV/Å.

Values from the calculation:
highest occupied orbital energy: -9.73 eV
HOMO-LUMO gap: 0.396 Ha
M: 76.1 g mol⁻¹
maximum force: 5.87 eV/A
E_LUMO: 0.03907 Eh
energy relative to the best compared isomer or geometry (same formula, charge and spin): 391.42 kJ/mol

natural (NBO) charges in e: C 0.135; C -0.128; C -0.070; H 0.180; H 0.216; H 0.226; H 0.227; H 0.092; O -0.537; F -0.341

[2]
Entry from the Open Molecules 2025 dataset: a structure of composition C53H53As2N3PRu in a non-equilibrium geometry (wB97M-V/def2-TZVPD).

Structure (XYZ):
```
113
Properties=species:S:1:pos:R:3:forces:R:3
Ru 0.665794 0.040290 0.130463 -0.2 0.1 -0.4
C -1.451371 -2.668023 5.442091 0.0 0.0 0.0
C -0.866772 -3.263744 4.332019 0.0 0.0 0.0
C -0.214234 -2.480171 3.395266 0.0 0.0 0.0
C -0.154198 -1.095587 3.563910 0.1 -0.2 0.0
C -0.716660 -0.500337 4.691074 0.0 0.0 0.0
C -1.370503 -1.292459 5.623882 0.0 0.0 0.0
P 0.789692 -0.185427 2.346530 -0.3 0.9 0.3
C 0.251610 1.578074 2.287664 0.0 -0.3 0.4
C -1.087088 1.925878 2.517345 0.0 -0.1 0.1
C -1.436189 3.242186 2.749370 0.0 0.0 -0.1
C -0.471655 4.241464 2.687857 0.1 0.0 -0.1
C 0.848416 3.920689 2.393388 -0.1 0.0 0.0
C 1.213709 2.596858 2.216238 0.1 -0.1 -0.1
C 2.473371 -0.083069 2.907045 0.0 -0.2 0.0
C 2.931900 -0.009206 4.194622 0.0 0.1 0.0
C 4.319007 0.108715 4.410206 0.0 0.0 0.0
C 5.186797 0.070128 3.352061 0.1 0.0 0.0
C 4.724741 -0.093651 2.023816 -0.1 0.0 0.0
C 5.588743 -0.347614 0.932932 0.0 0.0 0.0
C 5.053135 -0.693965 -0.272241 0.0 0.0 0.0
C 3.652612 -0.708727 -0.475949 0.0 0.1 -0.1
C 2.755526 -0.342491 0.505112 -0.2 -0.3 -0.2
C 3.330163 -0.124726 1.794911 0.2 -0.1 0.1
H -1.962049 -3.277665 6.175750 0.0 0.0 0.0
H -0.919399 -4.335928 4.196656 0.0 0.0 0.0
H 0.241078 -2.945205 2.526367 0.0 0.0 0.1
H -0.654543 0.570410 4.841618 0.0 0.0 0.0
H -1.812435 -0.833920 6.498620 0.0 0.0 0.0
H -1.859317 1.163460 2.557393 0.2 0.1 0.0
H -2.468722 3.493804 2.954888 0.0 0.0 0.0
H -0.750946 5.271335 2.868803 0.0 0.0 0.0
H 1.601755 4.695295 2.340028 0.0 0.0 0.0
H 2.256523 2.344805 2.066391 0.0 0.0 0.0
H 2.248115 -0.040390 5.033949 0.0 0.0 0.0
H 4.698091 0.199043 5.418958 0.0 0.0 0.0
H 6.254611 0.115976 3.528697 0.0 0.0 0.0
H 6.661215 -0.323236 1.079918 0.0 0.0 0.0
H 5.703764 -0.965607 -1.094078 0.0 0.0 0.0
H 3.310126 -1.024434 -1.454070 0.0 0.0 0.0
C -2.390235 -0.016447 -1.891984 -0.2 -0.1 0.1
C -1.701752 -1.371933 -1.906362 -0.1 0.0 0.0
As -1.029813 -1.668247 -0.101222 0.3 -0.3 0.0
C -0.179439 -3.400945 -0.013737 0.0 0.0 0.0
C -0.833400 -4.521445 0.490364 0.0 0.0 -0.1
C -0.160193 -5.733170 0.569907 0.0 0.0 0.0
C 1.162450 -5.826566 0.161376 0.0 0.0 0.0
C 1.822873 -4.704035 -0.320234 0.0 0.0 0.0
C 1.155475 -3.491791 -0.401232 -0.1 0.0 0.1
C -2.719483 -1.889124 0.823090 0.0 0.0 0.0
C -3.673057 -2.692625 0.193209 0.0 0.0 0.0
C -4.918100 -2.888265 0.770254 0.0 0.0 0.0
C -5.228622 -2.278391 1.979475 0.0 0.0 0.0
C -4.283859 -1.485584 2.612087 0.0 0.0 0.0
C -3.033466 -1.295624 2.038559 0.0 0.0 0.0
As -1.277546 1.318554 -0.999555 0.0 -0.1 0.1
C -0.569580 2.547672 -2.301592 0.0 0.0 0.0
C 0.502960 3.349964 -1.922034 0.0 0.0 0.0
C 0.938060 4.367891 -2.758261 0.0 0.0 0.0
C 0.312068 4.575840 -3.980938 0.0 0.0 0.0
C -0.755639 3.774211 -4.360731 0.0 0.0 0.0
C -1.206854 2.767932 -3.515432 0.0 0.0 0.0
C -2.633331 2.456406 -0.202694 0.0 -0.1 0.1
C -3.726709 1.890163 0.449735 0.1 0.0 0.1
C -4.711520 2.700577 0.994887 0.0 0.0 0.0
C -4.608799 4.082717 0.897180 0.0 0.0 0.0
C -3.514188 4.648302 0.259288 0.0 0.0 0.0
C -2.528240 3.839280 -0.289417 0.0 0.1 -0.1
H -3.267218 -0.077497 -1.244890 -0.1 0.0 -0.1
H -2.752893 0.313537 -2.864458 0.2 0.0 -0.1
H -0.839591 -1.392829 -2.563792 0.0 0.1 -0.1
H -2.398931 -2.158742 -2.189721 0.1 -0.1 0.0
H -1.858951 -4.457563 0.828639 0.0 0.0 0.0
H -0.670563 -6.605132 0.957228 0.0 0.0 0.0
H 1.684037 -6.771891 0.229435 0.0 0.0 0.0
H 2.861947 -4.770295 -0.616061 0.0 0.0 0.0
H 1.678158 -2.602263 -0.729809 0.0 0.0 0.0
H -3.452423 -3.187698 -0.743694 0.0 0.0 0.0
H -5.644764 -3.518048 0.274696 0.0 0.0 0.0
H -6.202420 -2.427416 2.426398 0.0 0.0 0.0
H -4.511668 -1.015702 3.560212 0.0 0.0 0.0
H -2.304156 -0.704295 2.566454 0.0 0.0 0.0
H 0.987299 3.194677 -0.961741 0.0 0.0 0.0
H 1.761232 5.002503 -2.455098 0.0 0.0 0.0
H 0.649093 5.371271 -4.632364 0.0 0.0 0.0
H -1.252068 3.943745 -5.307234 0.0 0.0 0.0
H -2.063534 2.172358 -3.806224 0.0 0.0 0.0
H -3.816720 0.815753 0.570291 0.0 0.0 -0.1
H -5.561398 2.251024 1.491704 0.0 0.0 0.0
H -5.382175 4.715121 1.312446 0.0 0.0 0.0
H -3.428425 5.723991 0.177423 0.0 0.0 0.0
H -1.686362 4.301686 -0.788218 0.0 0.0 0.0
C 1.048711 -2.412484 -3.798212 0.0 0.0 0.1
N 0.742504 -0.992308 -3.867882 0.0 0.1 0.0
C 0.044774 -0.551193 -5.069182 0.1 -0.1 0.0
C 1.573219 -0.087170 -3.203667 -0.3 0.0 -0.1
N 1.379111 0.175421 -1.934442 0.7 0.2 0.0
N 2.539906 0.518994 -3.919155 0.0 0.1 -0.1
C 3.328886 1.632843 -3.408235 0.0 0.0 0.0
C 2.992965 0.029219 -5.218353 0.0 0.0 0.0
H 1.700814 -2.739232 -4.616704 0.0 0.0 0.0
H 0.124654 -2.992157 -3.856920 0.0 0.0 0.0
H 1.531936 -2.647327 -2.851669 0.0 0.0 -0.1
H -1.018704 -0.792278 -4.983107 0.0 0.0 0.0
H 0.425299 -1.038055 -5.972282 0.0 0.0 0.0
H 0.142397 0.526859 -5.187114 0.0 0.0 0.0
H 2.172820 0.738126 -1.636022 0.0 0.0 -0.1
H 4.245338 1.283145 -2.926543 0.0 0.0 0.0
H 2.754019 2.236285 -2.709887 0.0 0.0 0.0
H 3.597127 2.275196 -4.245731 0.0 0.0 0.0
H 2.554394 -0.932728 -5.453748 0.0 0.0 0.0
H 4.076766 -0.087525 -5.190940 0.0 0.0 0.0
H 2.741115 0.741958 -6.005263 0.0 0.0 0.0
```
Forces are in eV/Å.

Values from the calculation:
multiplicity: 2
highest occupied orbital energy (spin up / spin down): -12.70 / -12.75 eV
HOMO-LUMO gap (spin up / spin down): 0.249 / 0.247 Ha
M: 1013.9 g mol⁻¹
⟨S²⟩: 0.764
maximum force: 1.02 eV/A
net charge: +2
E_LUMO (spin up / spin down): -0.21776 / -0.22139 Eh
energy relative to the best compared isomer or geometry (same formula, charge and spin): 0.00 kJ/mol

Here are the Löwdin charges for atoms 1 to 99, given in e: Ru 0.626; C -0.045; C -0.047; C -0.093; C -0.378; C -0.087; C -0.050; P 0.970; C -0.359; C -0.122; C -0.062; C -0.037; C -0.051; C -0.079; C -0.319; C -0.031; C -0.042; C 0.003; C -0.153; C -0.009; C -0.061; C -0.134; C -0.191; C -0.231; H 0.117; H 0.116; H 0.092; H 0.114; H 0.117; H 0.087; H 0.116; H 0.120; H 0.117; H 0.108; H 0.116; H 0.117; H 0.126; H 0.125; H 0.111; H 0.077; C -0.374; C -0.387; As 1.237; C -0.371; C -0.100; C -0.057; C -0.054; C -0.056; C -0.138; C -0.358; C -0.116; C -0.049; C -0.049; C -0.054; C -0.122; As 1.289; C -0.409; C -0.158; C -0.075; C -0.056; C -0.056; C -0.096; C -0.359; C -0.117; C -0.061; C -0.063; C -0.062; C -0.097; H 0.052; H 0.078; H 0.021; H 0.079; H 0.097; H 0.115; H 0.116; H 0.115; H 0.050; H 0.103; H 0.118; H 0.117; H 0.116; H 0.055; H 0.094; H 0.116; H 0.115; H 0.116; H 0.101; H 0.081; H 0.114; H 0.115; H 0.116; H 0.100; C -0.042; N -0.219; C -0.048; C -0.417; N 0.014; N -0.105; C -0.015

[3]
Entry from the Open Molecules 2025 dataset: a cluster of 2 separate species, CH3Br3SSi in total in a non-equilibrium geometry (wB97M-V/def2-TZVPD).

Structure (XYZ):
```
9
Properties=species:S:1:pos:R:3:forces:R:3
C 0.268279 -0.392590 -1.438163 -3.7 0.2 1.4
Si -0.534149 0.751107 1.447158 0.4 -0.6 -0.5
S 1.677692 -1.078304 -1.831511 2.2 -1.0 -0.5
Br -1.223949 2.790333 0.847212 -0.1 0.0 0.1
Br 1.117040 0.938715 2.939629 0.0 0.1 -0.1
Br -2.110270 -0.413686 2.517627 -0.2 0.1 -0.1
H -0.718248 -0.940524 -1.444244 1.4 0.9 0.0
H 0.292953 0.654558 -1.342888 -0.3 1.1 -0.2
H 1.230653 -2.309608 -1.694821 0.2 -0.8 -0.1
```
Forces are in eV/Å.

Values from the calculation:
highest occupied orbital energy (spin up / spin down): -8.08 / -7.67 eV
HOMO-LUMO gap (spin up / spin down): 0.282 / 0.218 Ha
M: 314.9 g mol⁻¹
maximum force: 3.92 eV/A
E_LUMO (spin up / spin down): -0.01541 / -0.06411 Eh
energy relative to the best compared isomer or geometry (same formula, charge and spin): 293.71 kJ/mol

natural (NBO) charges in e: C -0.655; Si 0.760; S 0.233; Br -0.305; Br -0.306; Br -0.304; H 0.239; H 0.219; H 0.118

[4]
Entry from the Open Molecules 2025 dataset: a cluster of 16 separate species, C10H52O16 in total in a non-equilibrium geometry (wB97M-V/def2-TZVPD).

Structure (XYZ):
```
78
Properties=species:S:1:pos:R:3:forces:R:3
O -1.792461 -0.826198 8.497419 0.2 0.1 0.1
H -2.474541 -1.191838 9.060719 -0.1 -0.1 0.2
H -2.215611 -0.721418 7.645239 0.0 0.1 -0.3
O 1.299239 2.723112 8.314939 -0.1 0.2 0.1
H 2.002729 2.670532 7.667959 0.2 0.0 -0.2
H 0.876399 1.865082 8.279949 -0.2 -0.2 0.0
O 5.291339 3.173962 5.848329 -0.1 0.0 0.2
H 5.342999 4.035622 5.434669 0.0 0.2 0.0
H 5.466919 2.556132 5.138619 0.0 -0.2 -0.1
O -1.248701 5.872142 -4.055521 -0.2 0.0 -0.2
H -0.919031 6.639012 -3.587051 0.1 0.2 0.1
H -0.962581 5.126912 -3.527321 0.1 -0.2 0.1
O 2.438689 1.858572 -5.768211 0.1 0.1 -0.2
H 1.611429 1.405582 -5.604861 -0.3 -0.1 0.0
H 2.909759 1.805282 -4.936661 0.2 0.0 0.2
O -0.302791 7.186342 1.773469 0.0 -0.3 0.0
H -0.273441 7.657892 0.940999 0.0 0.1 -0.2
H -0.708731 7.801932 2.383789 -0.1 0.2 0.2
O 3.833869 6.247052 0.278709 0.1 -0.1 -0.2
H 4.413629 6.628322 0.938049 0.2 0.1 0.1
H 3.078999 5.932322 0.776059 -0.3 -0.1 0.1
O 5.848819 -2.680108 3.667779 0.1 -0.2 0.1
H 6.477539 -2.086338 3.257439 0.2 0.1 -0.1
H 5.016559 -2.208418 3.634949 -0.3 0.1 0.0
O -2.834171 0.333592 3.985989 0.2 -0.1 0.1
H -3.135641 1.053732 3.432149 0.0 0.3 -0.2
H -3.628251 -0.159848 4.191389 -0.2 -0.2 0.0
O 7.203869 1.985632 -1.920931 0.0 -0.1 -0.2
H 8.004559 1.960132 -1.397011 0.2 0.0 0.1
H 6.617089 2.564642 -1.434441 -0.2 0.2 0.1
O -3.623111 4.342342 1.496869 0.0 -0.3 0.0
H -4.383531 4.843982 1.790699 -0.2 0.1 0.1
H -2.884981 4.943002 1.599849 0.3 0.2 0.0
C -6.480091 -0.306518 -0.428901 -0.6 -0.1 -0.6
C -7.403401 0.353532 -1.472711 0.7 0.5 0.3
O -7.261331 -0.255368 -2.746231 0.0 -0.7 0.1
H -5.473411 -0.078188 -0.778991 0.2 -0.2 0.5
H -6.593161 -1.381158 -0.285801 -0.1 -0.1 -0.6
H -6.694851 0.063872 0.573489 0.3 0.6 -0.1
H -7.018261 1.366402 -1.590461 -0.1 0.4 0.3
H -8.441851 0.453622 -1.156971 -0.2 -0.4 0.0
H -7.833721 0.195672 -3.371151 0.0 0.0 0.0
C -2.996431 -1.519318 -7.088561 0.1 -0.3 0.3
C -2.222191 -1.744488 -5.771601 -0.2 0.3 -0.6
O -2.129101 -0.511218 -5.059531 0.2 -0.1 0.0
H -3.991131 -1.124648 -6.881461 0.1 0.3 0.1
H -3.187861 -2.402278 -7.698351 0.3 -0.4 0.3
H -2.428141 -0.841568 -7.725591 -0.2 0.2 0.1
H -1.198291 -2.054978 -5.979741 0.0 0.0 0.0
H -2.662801 -2.492988 -5.113031 -0.2 -0.2 -0.2
H -2.962441 -0.376268 -4.602441 -0.1 0.1 0.0
C 6.069189 -3.530388 -2.775391 -0.7 -0.9 0.3
C 4.782209 -4.288458 -3.067291 0.1 0.0 -0.9
O 3.877869 -3.473938 -3.793731 -0.6 0.6 0.0
H 5.810039 -2.864818 -1.952011 0.5 0.4 -0.2
H 6.467699 -3.045158 -3.666371 -0.2 0.2 0.2
H 6.805879 -4.256368 -2.431391 0.1 0.1 0.2
H 4.256299 -4.598908 -2.164451 0.4 -0.3 0.3
H 4.878059 -5.120598 -3.764761 0.9 -0.7 0.6
H 3.175529 -4.110748 -3.944661 -0.5 0.5 -0.4
C -2.017051 -5.258388 0.946429 -0.3 0.6 0.2
C -1.824511 -6.490338 1.854569 -0.5 0.2 -0.9
O -2.067541 -6.225158 3.230739 0.5 0.0 -0.1
H -1.497791 -5.239428 -0.011751 0.7 -0.4 0.3
H -1.746561 -4.383788 1.538039 0.4 0.1 -0.2
H -3.017621 -5.017798 0.587129 -0.6 -0.5 0.5
H -0.798891 -6.842498 1.744189 0.0 0.1 0.4
H -2.457511 -7.314038 1.524529 -0.1 -0.1 -0.1
H -2.978261 -5.958298 3.375589 -0.1 0.0 -0.2
C 1.189959 0.767582 0.478799 -0.5 -0.8 -0.5
C 1.932379 1.059352 1.769899 -1.9 0.9 -1.0
O 1.653549 0.047542 2.705609 0.9 -0.5 0.4
H 1.558079 -0.164058 0.049109 0.4 0.2 -0.4
H 1.181589 1.589522 -0.237051 0.4 0.0 -0.1
H 0.139799 0.509202 0.614809 -0.2 0.3 0.6
H 1.467959 1.964352 2.161539 0.6 0.5 0.1
H 2.967449 1.254822 1.489699 0.3 -0.5 0.8
H 0.823829 0.307962 3.112229 0.0 -0.3 0.1
```
Forces are in eV/Å.

Values from the calculation:
highest occupied orbital energy: -10.00 eV
HOMO-LUMO gap: 0.359 Ha
M: 428.5 g mol⁻¹
maximum force: 2.38 eV/A
E_LUMO: -0.00793 Eh
energy relative to the best compared isomer or geometry (same formula, charge and spin): 327.85 kJ/mol

Löwdin charges in e: O -0.052; H 0.029; H 0.024; O -0.054; H 0.025; H 0.027; O -0.051; H 0.027; H 0.026; O -0.052; H 0.025; H 0.028; O -0.054; H 0.026; H 0.027; O -0.054; H 0.030; H 0.031; O -0.054; H 0.029; H 0.024; O -0.052; H 0.026; H 0.026; O -0.053; H 0.026; H 0.027; O -0.053; H 0.027; H 0.026; O -0.053; H 0.029; H 0.021; C -0.083; C -0.326; O -0.084; H 0.072; H 0.068; H 0.068; H 0.101; H 0.104; H 0.079; C -0.087; C -0.308; O -0.093; H 0.066; H 0.065; H 0.072; H 0.105; H 0.104; H 0.076; C -0.075; C -0.341; O -0.096; H 0.075; H 0.079; H 0.071; H 0.108; H 0.107; H 0.074; C -0.093; C -0.310; O -0.081; H 0.066; H 0.070; H 0.060; H 0.109; H 0.101; H 0.080; C -0.103; C -0.336; O -0.071; H 0.074; H 0.071; H 0.068; H 0.104; H 0.110; H 0.084